# 1
{"formula": "C3H9NO2P2", "method": "the ωB97M-V functional and the def2-TZVPD basis", "species": ["C", "C", "C", "N", "O", "O", "P", "P", "H", "H", "H", "H", "H", "H", "H", "H", "H"], "positions_angstrom": [[1.956, 0.458, 1.164], [0.625, 0.315, -1.333], [-3.417, -1.102, -0.990], [-1.338, 0.395, 0.619], [0.138, -1.829, 0.354], [-3.913, 0.699, 1.038], [0.284, -0.321, 0.402], [-3.006, -0.047, 0.192], [2.020, 0.286, 2.277], [2.592, -0.158, 0.507], [0.200, -0.304, -2.093], [0.442, 1.433, -1.453], [1.679, 0.163, -1.394], [-2.663, -1.591, -1.610], [2.247, 1.459, 0.907], [-4.491, -1.257, -1.288], [-1.308, 0.891, 1.466]], "forces_ev_per_angstrom": [[-1.8771, -1.6124, 0.7935], [0.0540, 1.3052, 1.6274], [0.1384, -0.0067, -0.5154], [0.2648, -1.5630, -0.9967], [0.8633, 2.1588, 0.9523], [-0.6664, 0.7597, 0.8645], [-0.9861, -0.7935, -3.6632], [2.1938, -0.4615, -0.3382], [0.2607, -0.0888, -1.3806], [-0.0175, -0.2894, 0.9080], [-0.7275, -0.1987, -0.3675], [-0.0351, -1.5774, 0.1303], [0.9727, 0.0018, -0.4315], [-0.1433, 0.1764, 0.4344], [-0.7240, 0.7161, -0.0957], [1.3202, 0.4419, 0.7366], [-0.8908, 1.0315, 1.3418]], "lowdin_charge": [-0.133, -0.199, -0.231, -0.251, -0.392, -0.346, 0.639, 0.646, 0.054, 0.036, 0.030, 0.075, 0.004, -0.002, 0.028, 0.034, 0.008], "homo_lumo_gap_ev": 9.16, "e_lumo_ev": 0.021, "e_tot_ha": -1007.63758, "homo_ev": -9.1438}

# 2
{"formula": "C26H39BF4N6OS2SiV", "method": "the ωB97M-V functional and the def2-TZVPD basis", "species": ["V", "N", "C", "C", "N", "H", "H", "H", "H", "H", "H", "H", "H", "C", "Si", "C", "C", "C", "C", "C", "C", "N", "C", "S", "H", "H", "H", "H", "H", "H", "H", "H", "H", "H", "H", "H", "C", "S", "C", "O", "H", "H", "H", "H", "H", "H", "N", "C", "C", "C", "C", "C", "N", "C", "H", "H", "H", "H", "F", "B", "F", "F", "F", "C", "C", "C", "C", "C", "C", "C", "C", "N", "H", "H", "H", "H", "H", "H", "H", "H", "H"], "positions_angstrom": [[0.115, -0.137, 0.401], [-1.168, 1.074, -1.381], [-2.626, 1.130, -1.509], [-3.166, -0.201, -2.007], [-2.942, -1.281, -1.040], [-0.788, 1.974, -1.100], [-0.756, 0.845, -2.283], [-2.941, 1.905, -2.213], [-3.057, 1.365, -0.534], [-2.704, -0.416, -2.976], [-4.243, -0.088, -2.166], [-1.999, -1.201, -0.669], [-2.934, -2.170, -1.527], [-1.335, 5.863, 3.598], [-0.299, 4.310, 3.802], [1.458, 4.729, 3.360], [-0.296, 3.892, 5.635], [-1.167, 2.887, 2.947], [-2.358, 2.454, 3.509], [-3.010, 1.319, 3.038], [-2.408, 0.605, 2.026], [-1.271, 0.998, 1.448], [-0.675, 2.144, 1.841], [0.728, 2.564, 0.915], [-0.918, 6.684, 4.191], [-2.366, 5.695, 3.924], [-1.363, 6.177, 2.549], [1.831, 5.476, 4.070], [1.536, 5.123, 2.345], [2.096, 3.843, 3.408], [0.132, 4.714, 6.218], [0.302, 2.994, 5.818], [-1.305, 3.699, 6.012], [-2.791, 3.007, 4.340], [-3.940, 0.976, 3.471], [-2.831, -0.319, 1.646], [2.928, 2.839, -1.905], [1.853, 1.467, -2.339], [3.127, 0.384, -2.973], [1.064, 1.949, -3.526], [3.432, 3.166, -2.816], [3.646, 2.524, -1.143], [2.288, 3.626, -1.506], [3.865, 0.192, -2.192], [3.567, 0.876, -3.843], [2.629, -0.546, -3.256], [6.319, 1.206, 0.892], [5.453, 0.461, 0.690], [4.414, -0.463, 0.415], [4.678, -1.867, 0.127], [3.577, -2.651, -0.191], [2.302, -2.136, -0.223], [2.046, -0.784, 0.087], [3.096, -0.030, 0.391], [5.682, -2.263, 0.187], [3.708, -3.703, -0.421], [1.448, -2.729, -0.509], [2.883, 1.003, 0.644], [-0.481, -3.277, -2.385], [-0.062, -2.177, -3.164], [0.300, -1.107, -2.287], [1.053, -2.520, -3.949], [-1.128, -1.745, -3.988], [0.813, -0.507, 3.977], [0.160, -1.855, 3.810], [0.040, -2.734, 4.878], [-0.568, -3.976, 4.732], [-1.070, -4.330, 3.485], [-0.974, -3.477, 2.395], [-1.534, -3.850, 1.049], [-0.339, -2.221, 2.540], [-0.214, -1.377, 1.473], [1.369, -0.459, 4.916], [0.066, 0.297, 3.979], [1.491, -0.300, 3.148], [0.433, -2.438, 5.847], [-0.644, -4.655, 5.573], [-1.549, -5.297, 3.353], [-1.910, -4.876, 1.055], [-0.783, -3.751, 0.262], [-2.352, -3.179, 0.771]], "forces_ev_per_angstrom": [[0.2508, 1.2846, -1.0276], [0.2500, -0.2043, 0.1219], [0.0788, -0.3078, 0.0991], [0.0646, -0.0717, 0.0147], [-0.1498, 0.1652, 0.0097], [-0.0747, 0.0771, -0.0473], [-0.0025, -0.0039, 0.0207], [-0.0189, 0.1324, -0.0625], [0.0039, 0.0211, 0.0368], [-0.0014, 0.0031, -0.0057], [-0.0659, -0.0020, -0.0263], [0.0879, -0.0456, 0.0143], [0.0219, -0.0213, -0.0374], [-0.1461, 0.1126, -0.0528], [-0.0310, 0.1095, 0.1012], [0.1599, -0.0971, -0.1625], [-0.0646, -0.0648, 0.1481], [0.1231, -0.1228, -0.2154], [-0.0564, 0.0026, 0.0223], [-0.0913, 0.0538, 0.0433], [-0.0400, -0.0902, -0.0612], [-0.9062, 0.8555, 0.7665], [0.0462, 0.1575, 0.0791], [-0.0449, -0.2784, 0.0630], [-0.0310, -0.0313, -0.0407], [0.0688, 0.0289, -0.0298], [-0.0001, -0.0164, 0.0679], [-0.0337, -0.0267, -0.0196], [0.0189, -0.0232, 0.0736], [-0.0213, 0.0831, -0.0088], [-0.0177, -0.0507, -0.0273], [-0.0350, 0.0589, -0.0044], [0.0876, 0.0151, 0.0046], [0.0161, -0.0676, 0.0009], [0.0000, -0.0072, -0.0041], [0.0681, -0.0260, 0.0116], [0.0938, -0.0356, 0.0827], [-0.1935, 0.0918, -0.2360], [-0.0521, -0.1239, -0.0790], [0.1486, -0.0254, 0.1916], [0.0186, 0.0462, 0.0451], [-0.0479, 0.0258, -0.0834], [0.0328, -0.0191, -0.0347], [-0.0482, -0.0087, -0.0469], [0.0286, -0.0494, 0.0280], [0.0340, 0.0569, 0.0111], [0.0500, 0.0176, 0.0227], [-0.1977, -0.0968, -0.0420], [0.1553, -0.3030, -0.0420], [0.1773, 0.2627, 0.0662], [-0.1636, 0.0953, -0.0070], [0.1251, 0.2575, -0.0057], [0.8202, -0.3926, -0.4058], [0.0068, -0.0077, 0.0982], [-0.0188, -0.0030, -0.0370], [-0.0018, 0.0010, -0.0229], [-0.0549, 0.0458, 0.0326], [-0.0346, 0.0272, 0.0007], [0.0589, 0.1553, -0.1397], [-0.0196, 0.0098, 0.0701], [-0.0542, -0.2580, -0.2701], [-0.1664, 0.0399, 0.0930], [0.1850, -0.1160, 0.0929], [-0.0903, -0.0706, 0.0622], [0.0784, 0.1259, 0.1028], [-0.0040, -0.0072, -0.0067], [0.0149, 0.0748, -0.0450], [0.0063, 0.0050, -0.0311], [-0.0357, -0.0957, -0.1068], [0.0453, -0.0225, 0.0680], [-0.1671, 0.3237, -0.2559], [-0.2925, -1.6506, 0.9882], [-0.0237, 0.0085, -0.0033], [0.0469, -0.0368, -0.0129], [0.0241, -0.0001, -0.0100], [0.0207, 0.0047, -0.0083], [-0.0066, -0.0004, 0.0048], [0.0000, 0.0179, -0.0148], [0.0030, 0.0253, 0.0074], [-0.0208, 0.0058, 0.0129], [0.0052, -0.0037, 0.0001]], "lowdin_spin": [1.978, 0.012, 0.001, 0.001, 0.010, 0.002, 0.001, 0.000, 0.000, 0.000, 0.000, 0.010, 0.000, 0.000, -0.001, 0.000, 0.000, -0.001, 0.013, 0.000, 0.015, 0.007, 0.018, 0.010, 0.000, 0.000, 0.000, 0.000, 0.000, 0.000, 0.000, 0.000, 0.000, 0.001, 0.000, 0.001, 0.001, 0.004, 0.000, 0.001, 0.000, 0.000, 0.000, 0.000, 0.000, 0.000, 0.064, 0.036, 0.109, 0.296, 0.048, 0.252, 0.152, 0.017, 0.025, -0.005, 0.017, 0.000, 0.001, 0.003, 0.022, 0.001, 0.000, 0.005, -0.008, 0.001, -0.008, 0.001, -0.009, 0.000, -0.003, -0.107, 0.001, 0.000, 0.004, 0.000, -0.001, 0.000, 0.000, 0.000, 0.000], "homo_lumo_gap_ev": [3.84, 6.21], "multiplicity": 4, "s_squared": 3.81, "e_lumo_ev": [4.090, 4.089], "e_tot_ha": -3872.46320, "homo_ev": [0.2519, -2.1237], "charge": -2}

# 3
{"formula": "C3H7NO2S", "method": "the ωB97M-V functional and the def2-TZVPD basis", "species": ["H", "N", "C", "C", "S", "C", "O", "O", "H", "H", "H", "H", "H", "H"], "positions_angstrom": [[3.168, -0.329, 1.115], [3.094, -0.520, 0.090], [1.967, -0.090, -0.342], [0.486, 0.875, -0.047], [-0.555, -0.556, 0.073], [-2.280, 0.031, 0.095], [-0.292, -1.158, 1.362], [-0.416, -1.409, -1.079], [1.661, -0.313, -1.322], [0.476, 1.368, -0.975], [0.477, 1.433, 0.825], [-3.085, -0.821, 0.082], [-2.320, 0.757, 0.947], [-2.379, 0.732, -0.822]], "forces_ev_per_angstrom": [[0.2768, 0.0417, -0.7914], [-2.7437, 1.2877, 1.3360], [-0.0834, 0.7426, 0.0442], [3.0054, -3.7121, 0.0183], [-1.9097, -1.3245, 0.8585], [-0.2831, 1.3222, -1.0282], [0.0324, 0.6033, -0.2155], [0.2367, 0.5591, -0.3313], [0.5715, -0.6384, -1.5411], [-0.4427, 0.8222, -0.9690], [-0.1622, 1.1466, 1.5974], [1.9132, 1.6540, 0.1901], [-0.3740, -1.0370, -0.3396], [-0.0371, -1.4673, 1.1715]], "lowdin_charge": [0.072, 0.103, -0.188, -0.146, 0.551, -0.166, -0.331, -0.327, 0.049, 0.069, 0.056, 0.111, 0.063, 0.084], "homo_lumo_gap_ev": 10.69, "smiles": "[H]/N=C\\CS(C)(=O)=O", "e_lumo_ev": 0.471, "e_tot_ha": -721.82231, "homo_ev": -10.2194}

Let's list ΔE to the lowest compared entry with this formula, charge and spin in order: 58.49, 12.65, 88.06 kcal per mole.
Let's list max |F| in order: 3.88, 1.95, 4.78 eV Å⁻¹.